109
Properties=species:S:1:pos:R:3:mulliken_charge:R:1 method="wB97M-V/def2-TZVPD" homo_ev=-9.36 energy_ha=-5085.36067 gap_ev=6.315 charge=+1 max_force_ev_per_a=1.74
O 5.457 -1.113 -1.480 -0.54
C 4.932 -1.981 -2.125 0.34
O 5.684 -3.018 -2.615 -0.42
C 3.433 -2.045 -2.332 0.09
C 2.934 -2.428 -3.740 -0.59
N 2.203 -1.297 -4.326 -0.09
C 0.917 -1.179 -4.215 -0.18
N 0.148 -2.180 -3.593 -0.32
C -1.159 -1.482 -3.289 -0.97
S -2.353 -2.137 -4.491 1.05
O -1.776 -2.043 -5.800 -0.56
O -3.660 -1.593 -4.297 -0.61
C -2.506 -3.958 -4.074 0.81
F -3.304 -4.101 -3.043 -0.19
F -3.028 -4.517 -5.139 -0.19
F -1.321 -4.498 -3.796 -0.23
C -0.778 0.022 -3.447 0.90
Cl 0.316 0.446 -2.082 -0.06
C -1.843 1.078 -3.736 -0.75
C -2.392 1.871 -2.518 -0.80
C -3.812 1.508 -2.061 -0.94
C -4.089 0.082 -1.602 -0.08
N -3.611 -0.274 -0.280 0.46
C -4.390 -0.869 0.679 -0.58
C -3.624 -1.086 1.783 -0.80
C -2.319 -0.617 1.498 -0.74
C -2.353 -0.140 0.221 -0.63
N 0.143 -0.141 -4.624 -0.31
H 5.422 -3.282 -3.503 0.33
H 3.027 -1.093 -2.004 0.10
H 3.068 -2.785 -1.619 0.12
H 2.287 -3.296 -3.682 0.26
H 3.750 -2.696 -4.411 0.55
H 2.728 -0.555 -4.765 0.25
H -0.013 -2.814 -4.382 0.41
H -1.417 -1.661 -2.242 0.71
H -1.378 1.788 -4.423 0.47
H -2.682 0.636 -4.274 0.34
H -1.723 1.832 -1.664 0.54
H -2.429 2.921 -2.810 0.38
H -4.085 2.201 -1.262 0.23
H -4.507 1.701 -2.884 0.52
H -3.726 -0.648 -2.318 -0.15
H -5.172 -0.037 -1.564 0.39
H -5.430 -1.072 0.489 0.51
H -3.963 -1.539 2.700 0.44
H -1.475 -0.665 2.167 0.77
H -1.524 0.294 -0.299 0.38
H 0.693 0.702 -4.778 0.48
C -1.964 4.397 3.922 -0.70
C -3.211 5.196 3.518 0.44
C -3.707 4.622 2.188 -1.07
S -3.197 2.897 2.164 1.41
O -2.232 2.725 1.100 -0.63
O -4.356 2.050 2.266 -0.74
C -2.324 2.928 3.726 -0.91
H -1.670 4.599 4.951 0.43
H -1.126 4.663 3.273 0.27
H -3.982 5.079 4.282 0.39
H -3.007 6.259 3.418 -0.57
H -4.789 4.661 2.090 0.43
H -3.240 5.117 1.338 0.40
H -1.466 2.261 3.666 0.43
H -3.017 2.581 4.492 0.39
C 4.056 -3.461 3.381 -0.76
C 3.455 -4.681 2.671 -0.18
C 2.114 -4.243 2.065 -0.73
S 2.272 -2.485 1.739 1.05
O 1.349 -1.757 2.570 -0.67
O 2.284 -2.244 0.306 -0.59
C 3.923 -2.300 2.400 -0.71
H 5.095 -3.627 3.658 0.40
H 3.496 -3.240 4.292 0.33
H 4.131 -5.016 1.886 -0.12
H 3.316 -5.519 3.351 0.46
H 1.886 -4.756 1.134 0.41
H 1.288 -4.366 2.763 0.36
H 4.010 -1.318 2.859 0.47
H 4.626 -2.389 1.572 0.26
C 5.590 -8.756 -1.902 -0.60
C 5.895 -7.318 -2.343 -0.76
C 4.996 -6.386 -1.519 -0.42
S 4.683 -7.240 0.036 1.30
O 3.275 -7.537 0.124 -0.70
O 5.367 -6.553 1.104 -0.72
C 5.580 -8.731 -0.377 -0.83
H 6.327 -9.461 -2.281 0.37
H 4.610 -9.061 -2.275 0.29
H 6.942 -7.088 -2.143 0.33
H 5.728 -7.181 -3.411 0.34
H 5.472 -5.433 -1.301 0.28
H 4.030 -6.223 -1.996 0.31
H 5.077 -9.583 0.074 0.43
H 6.586 -8.628 0.028 0.35
C -1.802 10.950 4.044 -0.60
C -3.185 11.563 3.785 -0.58
C -4.027 10.505 3.061 -0.73
S -3.384 8.910 3.590 1.28
O -2.802 8.256 2.441 -0.68
O -4.353 8.236 4.416 -0.70
C -2.061 9.557 4.608 -0.74
H -1.213 11.553 4.733 0.35
H -1.248 10.874 3.106 0.30
H -3.654 11.821 4.736 0.30
H -3.118 12.476 3.196 0.32
H -5.081 10.554 3.324 0.35
H -3.911 10.559 1.981 0.36
H -1.205 8.889 4.545 0.38
H -2.430 9.600 5.632 0.40

***

84
Properties=species:S:1:pos:R:3:mulliken_charge:R:1 method="wB97M-V/def2-TZVPD" homo_ev=-10.05 energy_ha=-3721.73415 gap_ev=6.804 charge=+1 de_lowest_kj_mol=156.8 max_force_ev_per_a=2.43
C 0.329 3.733 0.806 -0.61
C 0.308 4.154 -0.535 -0.84
C -0.823 3.596 -1.181 -0.71
H 1.039 4.794 -1.019 0.45
C -1.514 2.754 -0.171 -0.10
C -0.767 2.918 1.071 -0.85
H -1.143 2.582 2.037 0.54
H 1.058 4.050 1.546 0.53
H -1.174 3.772 -2.176 0.89
H -2.536 2.448 -0.259 0.94
Ga -0.128 1.402 -0.728 0.33
C 0.426 -1.869 -2.058 -0.37
H -0.276 -2.658 -2.273 0.34
H 0.647 -1.739 -0.978 0.13
H 1.327 -1.907 -2.671 0.42
Si 0.423 1.391 -3.527 0.56
C 1.719 0.751 -4.711 -0.04
C 2.774 1.600 -5.146 -0.03
H 2.917 2.563 -4.659 0.32
C 3.613 1.265 -6.220 -0.64
H 4.393 1.957 -6.568 0.37
C 3.472 0.036 -6.871 -0.35
H 4.132 -0.242 -7.713 0.36
C 2.485 -0.860 -6.429 -0.70
H 2.382 -1.838 -6.924 0.37
C 1.639 -0.506 -5.359 -0.04
H 0.876 -1.224 -5.047 0.40
C -1.016 1.761 -4.628 0.57
C -0.824 1.913 -6.020 -0.33
H 0.159 1.775 -6.470 0.26
C -1.881 2.272 -6.872 -0.81
H -1.691 2.403 -7.947 0.38
C -3.165 2.427 -6.335 -0.36
H -3.992 2.670 -7.001 0.36
C -3.401 2.257 -4.963 -0.79
H -4.431 2.350 -4.569 0.38
C -2.334 1.963 -4.117 0.07
H -2.508 1.891 -3.040 0.21
H 0.980 2.473 -2.703 -0.23
H -0.036 -0.919 -2.230 -0.54
C 4.430 0.607 4.883 -2.06
C 3.302 -0.376 4.591 1.86
C 3.883 -1.781 4.374 -1.55
C 2.341 -0.372 5.787 -1.62
C 2.535 -0.003 3.315 0.25
C 3.054 0.900 2.366 -0.68
C 2.362 1.075 1.157 -0.65
N 1.161 0.516 0.911 -0.08
C 0.617 -0.327 1.839 0.12
C 1.317 -0.621 3.025 -0.18
C -0.763 -0.769 1.608 -0.08
C -1.434 -1.634 2.508 -0.10
C -2.780 -1.970 2.313 0.10
C -3.424 -1.383 1.204 -0.59
C -2.672 -0.600 0.314 -0.80
N -1.378 -0.286 0.494 -0.24
C -3.440 -2.999 3.276 1.86
C -4.902 -3.281 2.934 -2.16
C -2.665 -4.315 3.163 -1.56
C -3.363 -2.496 4.723 -1.54
H 4.929 0.321 5.808 0.44
H 4.046 1.621 5.012 0.43
H 5.182 0.611 4.093 0.41
H 4.454 -2.100 5.255 0.43
H 3.086 -2.513 4.192 0.35
H 4.558 -1.779 3.508 0.38
H 1.862 0.612 5.887 0.36
H 1.562 -1.138 5.697 0.37
H 2.900 -0.573 6.707 0.47
H 3.957 1.483 2.538 0.40
H 2.777 1.703 0.370 0.55
H 0.865 -1.321 3.733 0.32
H -0.888 -2.026 3.376 0.27
H -4.484 -1.549 1.008 0.51
H -3.137 -0.202 -0.574 0.60
H -5.010 -3.667 1.916 0.43
H -5.266 -4.044 3.624 0.45
H -5.525 -2.391 3.054 0.41
H -1.619 -4.200 3.457 0.33
H -3.122 -5.066 3.808 0.45
H -2.695 -4.687 2.134 0.38
H -2.332 -2.352 5.061 0.29
H -3.908 -1.551 4.836 0.37
H -3.832 -3.237 5.375 0.47

***

107
Properties=species:S:1:pos:R:3:mulliken_charge:R:1 method="wB97M-V/def2-TZVPD" homo_ev=-7.38 energy_ha=-5124.04208 gap_ev=3.680 max_force_ev_per_a=3.65
C -2.380 3.461 -2.061 -1.45
C -1.067 2.716 -1.872 -0.59
C -1.302 1.259 -1.441 0.14
C -1.352 0.296 -2.657 0.71
C 0.096 -0.192 -2.902 -1.83
C -2.472 -0.774 -2.512 0.19
S -4.073 0.193 -2.566 -0.14
O -2.449 -1.298 -1.154 -0.60
C -2.046 -2.595 -0.837 1.23
C -1.769 -2.516 0.736 -1.34
C -1.376 -1.165 1.273 0.55
C -1.223 -1.282 2.814 -0.67
C -0.346 -0.163 3.385 -0.95
N -1.066 0.982 3.953 -0.20
C -1.746 0.722 5.155 0.39
N -1.144 0.681 6.261 -0.63
N -3.184 0.546 5.090 -0.71
C -0.766 -3.077 -1.467 -0.66
O 0.386 -2.404 -0.870 -0.39
O 1.399 -3.552 -1.099 -0.08
C -3.089 -3.755 -0.934 -1.26
C -4.530 -3.295 -1.027 -0.77
C -5.064 -2.733 0.281 0.87
C -5.760 -1.404 0.263 -1.15
N -4.992 -3.345 1.391 -0.70
O -2.756 -4.642 -1.996 -0.29
C -2.538 -5.967 -1.563 -0.80
P -2.800 -2.030 -3.902 0.31
O -3.891 -1.238 -4.807 -0.45
I -0.922 -2.171 -5.435 -0.05
H -2.993 3.331 -1.175 0.30
H -2.243 4.510 -2.287 0.47
H -2.936 2.983 -2.864 0.26
H -0.516 3.169 -1.050 0.03
H -0.415 2.763 -2.740 0.39
H -0.459 1.009 -0.806 -0.41
H -2.177 1.189 -0.803 0.26
H -1.633 0.931 -3.489 1.20
H 0.809 0.184 -2.178 0.21
H 0.440 0.197 -3.853 0.24
H 0.252 -1.259 -2.969 0.52
H -4.125 0.531 -1.275 0.14
H -2.646 -2.831 1.286 0.63
H -0.948 -3.285 1.052 0.04
H -2.166 -0.448 1.112 0.20
H -0.419 -0.824 0.891 0.04
H -0.871 -2.264 3.123 0.59
H -2.220 -1.135 3.218 0.24
H 0.231 -0.583 4.198 0.49
H 0.372 0.221 2.669 0.17
H -1.690 1.403 3.278 0.29
H -1.834 0.486 6.981 0.25
H -3.480 0.686 4.130 0.31
H -3.367 -0.434 5.277 0.29
H -0.515 -4.147 -1.210 1.40
H -0.706 -3.061 -2.552 0.04
H 2.321 -3.113 -1.165 0.70
H -3.025 -4.361 -0.032 1.02
H -4.734 -2.628 -1.854 0.22
H -5.120 -4.193 -1.209 0.47
H -6.626 -1.464 0.910 0.42
H -6.136 -1.202 -0.732 0.32
H -5.084 -0.628 0.605 0.06
H -4.534 -4.251 1.263 0.29
H -1.670 -6.040 -0.897 0.27
H -2.369 -6.586 -2.431 0.31
H -3.394 -6.354 -1.009 0.30
H -4.598 -1.851 -5.038 0.35
B 4.488 -1.495 -0.334 0.18
F 5.052 -2.100 0.820 -0.39
F 5.483 -0.858 -1.046 -0.35
F 3.902 -2.517 -1.142 -0.45
F 3.470 -0.608 0.023 -0.02
Be 0.294 -3.643 0.045 -0.28
C 5.192 5.758 -1.774 -1.49
C 4.515 4.879 -0.733 -0.25
N 3.068 4.990 -0.745 0.19
C 2.435 4.375 0.410 -1.36
C 2.579 2.860 0.577 0.38
C 2.426 4.732 -2.020 -0.85
C 2.659 3.368 -2.688 -0.50
H 4.885 6.800 -1.665 0.34
H 6.274 5.709 -1.647 0.45
H 4.970 5.435 -2.792 0.29
H 4.866 5.194 0.253 0.48
H 4.857 3.842 -0.868 0.22
H 1.372 4.640 0.407 0.36
H 2.842 4.854 1.306 0.45
H 1.940 2.317 -0.123 -0.55
H 2.263 2.571 1.575 0.10
H 3.603 2.516 0.449 0.41
H 2.744 5.509 -2.721 0.39
H 1.350 4.896 -1.903 0.37
H 3.704 3.060 -2.652 0.36
H 2.371 3.422 -3.741 0.40
H 2.058 2.581 -2.233 -0.22
N 4.693 0.910 4.863 -0.56
S 3.865 0.930 3.494 1.21
O 2.665 0.165 3.481 -0.40
O 4.646 0.938 2.313 -0.51
F 3.324 2.409 3.599 -0.27
S 5.346 -0.454 5.180 1.07
O 5.813 -0.561 6.513 -0.63
O 6.211 -1.015 4.164 -0.70
F 4.126 -1.485 5.171 -0.28
F 2.273 -4.090 -2.900 -0.68
K 6.824 -2.747 3.208 1.11

***

10
Properties=species:S:1:pos:R:3:nbo_charge:R:1 method="wB97M-V/def2-TZVPD" homo_ev="-8.84 / -9.63" energy_ha=-338.28526 gap_ev="7.603 / 8.289" de_lowest_kj_mol=966.0 max_force_ev_per_a=6.49
C 0.369 1.633 0.059 -0.06
C -0.400 -0.503 0.322 0.57
N -0.378 -1.734 -0.083 -0.73
N 0.642 0.359 0.153 -0.03
O -2.202 0.555 -0.022 -0.51
O 1.782 -0.094 -0.005 -0.55
H 1.250 2.220 -0.192 0.20
H -0.623 2.088 0.102 0.26
H 0.577 -2.008 -0.441 0.42
H -1.016 -2.516 0.107 0.44

***

16
Properties=species:S:1:pos:R:3:nbo_charge:R:1 method="wB97M-V/def2-TZVPD" homo_ev=-14.30 energy_ha=-305.20005 gap_ev=10.946 charge=+1 de_lowest_kj_mol=78.7 max_force_ev_per_a=1.46
C 1.866 -0.943 -1.673 -0.62
C 0.458 -1.216 -1.139 -0.44
C -0.002 -0.215 -0.124 0.19
C 0.618 0.599 0.764 -0.08
N -0.358 1.283 1.459 -0.44
C -1.555 0.882 1.063 0.25
N -1.354 -0.048 0.138 -0.46
H 2.366 -0.103 -1.199 0.21
H 2.502 -1.794 -1.428 0.23
H 1.953 -0.875 -2.751 0.24
H -0.282 -1.231 -1.937 0.24
H 0.427 -2.155 -0.587 0.25
H 1.635 0.933 0.740 0.26
H -0.122 1.947 2.170 0.46
H -2.406 1.080 1.675 0.26
H -2.106 -0.509 -0.355 0.45

***

97
Properties=species:S:1:pos:R:3:mulliken_charge:R:1 method="wB97M-V/def2-TZVPD" homo_ev=-5.28 energy_ha=-3102.85568 gap_ev=7.292 charge=-1 de_lowest_kj_mol=43.4 max_force_ev_per_a=4.90
Sr 1.216 -0.829 0.640 1.48
C -0.544 -3.158 4.243 -0.61
C -0.947 -2.247 5.210 -0.73
C -1.122 -0.934 4.848 -0.62
C -0.863 -0.522 3.532 -0.53
N -0.492 -1.406 2.592 1.33
C -0.349 -2.694 2.966 -1.03
N -1.090 0.834 3.301 -0.16
C -0.565 1.591 2.402 -0.74
N 0.359 1.357 1.416 1.07
C 0.644 2.555 0.829 -1.65
N 1.277 2.880 -0.250 -0.36
C 1.982 2.099 -1.155 0.61
C 1.967 2.593 -2.473 -0.48
C 2.729 1.997 -3.442 -0.56
C 3.543 0.924 -3.081 -0.81
C 3.499 0.494 -1.776 -0.22
N 2.722 1.028 -0.803 -0.19
C -0.112 3.657 1.515 0.56
C -0.157 5.020 1.296 0.01
C -1.072 5.759 2.043 -0.67
C -1.915 5.131 2.964 -0.61
C -1.844 3.755 3.175 -0.21
C -0.921 3.045 2.435 0.34
H -0.388 -4.204 4.468 0.49
H -1.134 -2.566 6.230 0.39
H -1.442 -0.178 5.553 0.52
H -0.045 -3.385 2.189 0.51
H 1.341 3.451 -2.683 0.41
H 2.710 2.362 -4.462 0.40
H 4.183 0.422 -3.795 0.47
H 4.118 -0.345 -1.492 0.39
H 0.492 5.481 0.559 0.52
H -1.141 6.833 1.903 0.40
H -2.631 5.724 3.523 0.40
H -2.486 3.250 3.888 0.52
N 7.783 -3.457 0.265 -0.63
C 6.423 -3.342 -0.023 1.06
C 5.773 -4.312 -0.779 -0.78
C 4.424 -4.196 -1.060 -0.56
C 3.712 -3.098 -0.597 0.62
C 4.361 -2.110 0.155 -0.99
C 5.704 -2.229 0.423 -1.64
S 1.963 -3.096 -0.806 1.31
O 1.598 -4.246 -1.579 -0.78
O 1.456 -3.067 0.582 -0.33
N 1.507 -1.707 -1.378 0.14
C 1.079 -1.408 -2.661 -0.47
N 0.262 -0.349 -2.701 0.24
C -0.196 0.016 -3.890 -0.19
C 0.130 -0.658 -5.055 -0.78
C 0.997 -1.729 -4.902 -0.50
N 1.491 -2.109 -3.727 -0.56
H 8.114 -4.408 0.269 0.22
H 8.055 -2.978 1.109 0.23
H 6.322 -5.186 -1.112 0.30
H 3.901 -4.964 -1.614 0.50
H 3.840 -1.241 0.576 1.34
H 6.198 -1.478 1.030 0.20
H -0.854 0.883 -3.902 0.40
H -0.259 -0.366 -6.021 0.41
H 1.324 -2.306 -5.763 0.42
N 5.085 -4.460 2.811 -0.68
C 4.472 -3.525 3.138 0.69
N 3.842 -2.488 3.643 -0.95
C 3.116 -1.586 3.075 1.00
N 2.467 -0.692 2.676 -0.80
C -5.575 -3.073 1.700 -1.10
Te -3.522 -2.533 1.795 0.27
C -3.929 -0.452 1.970 -0.50
H -6.038 -2.650 0.807 0.28
H -6.088 -2.723 2.595 0.33
H -5.627 -4.162 1.654 0.30
H -4.156 -0.197 3.003 0.55
H -4.767 -0.205 1.315 0.27
H -3.038 0.090 1.645 -0.41
C -3.437 -0.545 -1.565 -0.55
N -3.847 0.843 -1.802 0.19
C -5.264 1.099 -1.571 -1.22
C -2.939 1.823 -1.390 0.35
N -1.916 1.526 -0.691 0.25
N -3.279 3.118 -1.814 0.20
C -3.576 3.314 -3.225 -1.29
C -2.512 4.200 -1.228 -0.90
H -4.319 -1.145 -1.350 0.39
H -2.750 -0.615 -0.728 -0.09
H -2.938 -0.960 -2.444 0.16
H -5.857 0.436 -2.201 0.44
H -5.514 2.126 -1.822 0.39
H -5.549 0.928 -0.525 0.26
H -1.262 2.297 -0.615 -0.58
H -3.923 2.382 -3.661 0.46
H -2.683 3.643 -3.774 0.34
H -4.349 4.075 -3.355 0.31
H -2.450 4.079 -0.148 0.19
H -3.017 5.143 -1.440 0.36
H -1.488 4.260 -1.626 0.28

***

17
Properties=species:S:1:pos:R:3:nbo_charge:R:1 method="wB97M-V/def2-TZVPD" homo_ev=-10.71 energy_ha=-421.26106 gap_ev=11.280 de_lowest_kj_mol=63.0 max_force_ev_per_a=1.24
O -0.197 1.118 -1.212 -0.58
C -1.074 1.283 -0.423 0.81
O -1.675 2.520 -0.243 -0.68
C -1.710 0.147 0.375 -0.51
C -0.773 -0.393 1.440 -0.60
H -2.605 2.247 -0.240 0.48
H -2.638 0.528 0.800 0.19
H -2.069 -0.578 -0.359 0.23
H 0.029 -0.924 0.928 0.22
H -0.316 0.417 2.004 0.22
H -1.244 -1.136 2.079 0.22
H 2.951 -4.753 -1.551 0.47
H 2.326 -3.357 -1.886 0.47
O 2.424 -4.030 -1.204 -0.95
H 1.808 1.694 -0.545 0.49
H 2.508 3.046 -0.128 0.47
O 2.256 2.170 0.164 -0.96

***

49
Properties=species:S:1:pos:R:3:nbo_charge:R:1 method="wB97M-V/def2-TZVPD" homo_ev="-1.76 / -1.84" multiplicity=2 energy_ha=-13640.36570 gap_ev="5.436 / 5.514" charge=-2 de_lowest_kj_mol=37.2 max_force_ev_per_a=0.72
Re -0.107 -0.247 0.535 1.13
Se -2.966 -2.696 4.342 -0.83
Sb -2.131 -0.548 3.620 1.02
Se 0.351 -0.640 2.820 -0.33
Se -2.424 -0.050 1.103 -0.37
Se -2.532 1.317 5.091 -0.81
Cl 0.510 4.916 -5.229 0.00
C 0.289 3.556 -4.178 -0.15
C -0.753 3.527 -3.255 -0.06
Cl -1.864 4.856 -3.201 0.01
C -0.930 2.453 -2.395 -0.14
Cl -2.286 2.386 -1.346 0.06
C -0.036 1.336 -2.389 0.35
O -0.130 0.329 -1.602 -0.76
C 0.988 1.386 -3.387 -0.07
Cl 2.047 0.026 -3.478 0.01
C 1.148 2.462 -4.243 -0.09
Cl 2.433 2.458 -5.406 0.00
C -0.447 -3.875 -1.530 -0.61
C -0.635 -3.315 -0.120 0.27
C 0.177 -4.109 0.899 -0.63
C -2.109 -3.365 0.233 -0.64
O -0.071 -1.990 -0.141 -0.71
H -0.742 -4.928 -1.562 0.19
H 0.594 -3.798 -1.849 0.20
H -1.061 -3.314 -2.238 0.22
H -0.251 -5.107 1.034 0.20
H 0.156 -3.593 1.860 0.25
H 1.216 -4.209 0.575 0.20
H -2.456 -4.398 0.117 0.19
H -2.685 -2.720 -0.426 0.22
H -2.300 -3.061 1.257 0.26
N 2.553 1.981 1.345 -0.79
C 3.060 0.966 0.634 0.34
N 2.386 -0.058 0.167 -0.56
C 3.257 -0.962 -0.464 0.14
C 2.891 -2.161 -1.071 -0.16
C 3.863 -2.945 -1.667 -0.23
C 5.204 -2.560 -1.675 -0.24
C 5.587 -1.372 -1.079 -0.23
C 4.609 -0.592 -0.478 -0.21
S 4.796 0.935 0.333 0.29
H 1.530 2.081 1.311 0.46
H 3.121 2.793 1.499 0.39
H 1.850 -2.422 -1.074 0.24
H 3.572 -3.875 -2.143 0.21
H 5.948 -3.187 -2.155 0.20
H 6.625 -1.058 -1.082 0.21
F 0.060 1.702 0.647 -0.62